[1]
{
  "formula": "C26H50N2O3P2W",
  "method": "wB97M-V/def2-TZVPD",
  "elements": ["W", "C", "O", "C", "O", "P", "C", "H", "C", "H", "C", "H", "C", "P", "H", "H", "C", "H", "C", "H", "H", "H", "C", "H", "H", "H", "C", "H", "H", "H", "C", "H", "H", "H", "C", "H", "H", "H", "C", "H", "H", "H", "C", "H", "H", "H", "C", "H", "C", "H", "H", "C", "H", "H", "H", "C", "H", "H", "H", "C", "H", "H", "H", "C", "H", "H", "H", "H", "H", "N", "C", "O", "C", "C", "C", "N", "C", "C", "H", "H", "H", "H", "H", "H"],
  "positions_angstrom": [[0.0902, -0.0521, -0.6011], [-1.6781, 0.6130, -1.1993], [-2.7340, 1.0541, -1.5430], [1.3633, -1.5679, -0.4576], [2.1822, -2.4276, -0.3712], [-1.4772, -1.9971, 0.2334], [-2.0908, -3.0946, -1.1402], [-2.5193, -3.9531, -0.6004], [-0.6787, -3.2622, 1.3743], [0.2808, -3.4296, 0.8604], [-3.1135, -1.5179, 1.0050], [-3.4878, -0.8004, 0.2535], [1.0730, 3.4692, -1.4516], [1.5195, 1.6720, -1.5166], [2.0687, 1.5539, -3.8235], [0.0060, 3.4648, -1.7329], [3.3861, 1.5697, -1.4297], [3.6943, 2.4514, -2.0182], [-0.3702, -2.7016, 2.7608], [0.3754, -3.3516, 3.2429], [-1.2577, -2.6987, 3.4052], [0.0525, -1.6888, 2.7383], [-1.3775, -4.6240, 1.5049], [-2.3389, -4.5404, 2.0267], [-0.7253, -5.2794, 2.1017], [-1.5331, -5.1213, 0.5415], [-4.1391, -2.6501, 1.1634], [-4.2857, -3.2566, 0.2663], [-5.1095, -2.1885, 1.4017], [-3.8741, -3.3151, 1.9952], [-2.9811, -0.7786, 2.3314], [-3.9562, -0.3341, 2.5809], [-2.2473, 0.0351, 2.3011], [-2.7166, -1.4571, 3.1502], [-3.2159, -2.4661, -1.9715], [-4.1824, -2.4852, -1.4548], [-3.3269, -3.0436, -2.8991], [-3.0204, -1.4226, -2.2436], [-0.9399, -3.6320, -1.9923], [-0.5102, -2.8646, -2.6508], [-1.3336, -4.4316, -2.6403], [-0.1243, -4.0564, -1.3887], [1.8632, 4.2899, -2.4826], [1.8406, 3.8615, -3.4908], [2.9106, 4.4070, -2.1742], [1.4180, 5.2928, -2.5407], [1.1879, 4.0816, -0.0562], [2.1975, 3.9792, 0.3579], [1.0834, -0.3183, -3.2371], [0.4775, 3.6351, 0.6481], [0.9630, 5.1558, -0.1227], [-0.0758, 1.8337, -3.8681], [0.3061, -0.6577, -2.4655], [0.6759, -0.6732, -4.1906], [2.0242, -0.8438, -3.0373], [1.1856, 1.2021, -3.2645], [-0.3168, 1.3024, -4.7980], [0.0637, 2.8935, -4.1083], [-0.9422, 1.7320, -3.2022], [4.0009, 0.3201, -2.0728], [3.6825, -0.5975, -1.5552], [5.0948, 0.3928, -1.9853], [3.7685, 0.2387, -3.1399], [3.9054, 1.7219, 0.0002], [3.5848, 0.8793, 0.6293], [3.5843, 2.6521, 0.4823], [5.0062, 1.7212, -0.0281], [-1.4605, -0.5753, -3.1010], [-1.4317, -1.2312, -3.4725], [0.1535, 3.3216, 5.7003], [1.0135, 2.3492, 5.2491], [1.9087, 1.8989, 5.9572], [0.7603, 1.8368, 3.8677], [-0.3423, 2.1946, 3.0857], [-0.5006, 1.6655, 1.8071], [0.4017, 0.7708, 1.2928], [1.4547, 0.3645, 2.0660], [1.6579, 0.9086, 3.3263], [0.3781, 3.7382, 6.5931], [-0.4345, 3.8542, 5.0763], [-1.1085, 2.8790, 3.4465], [-1.3388, 1.9372, 1.1589], [2.1259, -0.3858, 1.6457], [2.5261, 0.5781, 3.8906]],
  "atomic_forces_ev_per_a": [[0.3, 0.7, 3.8], [-9.1, 4.5, -2.6], [6.2, -2.8, 2.1], [7.4, -7.0, 1.1], [-5.0, 4.8, -0.6], [-1.9, -2.7, -0.1], [0.0, 0.0, -0.5], [0.2, 0.4, 0.0], [1.3, 0.1, 0.1], [-0.2, -0.2, 0.2], [-0.4, 1.4, -0.1], [-0.1, -0.2, 0.2], [-0.8, 0.5, 0.5], [1.6, 1.6, -2.1], [-0.2, -0.4, -0.1], [0.2, 0.0, 0.0], [0.6, -0.3, 0.4], [-0.3, -0.2, 0.1], [0.2, 0.0, 0.4], [-0.2, 0.2, -0.1], [0.3, 0.0, -0.2], [-0.1, -0.1, 0.1], [-0.5, 0.0, -0.3], [0.4, -0.1, -0.1], [-0.1, 0.3, -0.1], [0.1, 0.0, 0.3], [0.2, -0.6, -0.1], [0.0, 0.1, 0.4], [0.3, 0.0, 0.0], [-0.2, 0.3, -0.2], [-0.1, 0.2, 0.3], [0.3, -0.1, -0.1], [-0.1, -0.1, 0.1], [-0.1, 0.3, -0.2], [-0.3, 0.2, 0.0], [0.3, 0.0, -0.2], [0.0, 0.2, 0.2], [-0.2, -0.5, 0.0], [0.2, -0.2, -0.1], [-0.1, -0.1, 0.1], [0.3, 0.2, 0.2], [-0.2, 0.0, -0.2], [0.4, -0.3, -0.2], [0.1, 0.2, 0.2], [-0.3, 0.1, -0.1], [0.0, -0.3, 0.1], [0.1, 0.0, 0.2], [-0.3, 0.2, -0.1], [0.9, 0.3, -0.5], [0.1, 0.2, -0.1], [0.0, -0.3, 0.0], [0.0, -0.1, -0.1], [-0.1, -0.4, -0.5], [-0.3, -0.3, 0.4], [-0.3, 0.1, 0.1], [0.1, 0.4, -0.1], [0.0, 0.2, 0.1], [-0.1, -0.3, 0.1], [0.1, 0.2, -0.2], [-0.2, 0.0, -0.1], [0.3, 0.2, -0.1], [-0.3, 0.0, 0.0], [0.2, 0.0, 0.2], [0.0, 0.1, 0.2], [0.2, 0.2, -0.2], [0.2, -0.3, -0.1], [-0.4, 0.0, 0.1], [-0.2, -0.5, -0.8], [-0.2, 0.6, 0.1], [0.5, -0.7, -1.0], [0.3, 1.2, 2.7], [-1.0, -0.1, -1.8], [0.0, -0.4, -0.6], [-0.7, -0.1, -1.0], [0.1, 0.5, 0.8], [-0.7, -0.8, -1.3], [0.3, 0.6, 1.0], [0.5, -0.8, -0.8], [0.0, 0.0, 0.1], [0.1, 0.0, 0.3], [0.2, -0.2, -0.1], [0.3, 0.0, 0.3], [-0.2, 0.3, 0.3], [-0.1, 0.1, 0.2]],
  "mulliken_spin": [1.131, 0.168, 0.215, 0.185, 0.188, -0.034, 0.008, -0.004, -0.002, 0.000, -0.001, 0.000, 0.009, -0.067, 0.001, 0.014, 0.015, -0.008, -0.003, 0.001, 0.001, 0.003, -0.007, 0.000, 0.000, 0.001, -0.006, 0.000, 0.000, 0.000, -0.001, 0.001, 0.003, 0.001, 0.002, 0.000, 0.000, 0.000, 0.003, -0.002, 0.000, 0.000, 0.000, 0.000, 0.001, 0.001, -0.005, 0.001, -0.024, 0.008, 0.001, 0.002, 0.042, 0.002, 0.005, 0.011, 0.000, 0.001, -0.003, 0.007, 0.002, 0.000, 0.001, 0.000, 0.001, 0.000, 0.003, 0.010, -0.007, 0.007, -0.005, -0.020, -0.021, 0.001, 0.064, 0.088, 0.040, -0.007, 0.000, 0.000, 0.001, -0.025, 0.003, 0.000],
  "e_tot_ev": -57252.1843,
  "e_above_lowest_ev": 0.637,
  "s2": 2.14,
  "homo_energy_ev": [-20.148, -20.190],
  "orbital_gap_ev": [3.19, 3.24],
  "spin_multiplicity": 3,
  "charge": 4,
  "largest_force_ev_per_a": 10.5
}

***

[2]
{
  "formula": "C26H50N2O8PS2",
  "method": "wB97M-V/def2-TZVPD",
  "elements": ["C", "C", "C", "C", "C", "C", "C", "C", "C", "C", "C", "C", "C", "C", "C", "S", "O", "O", "N", "S", "O", "O", "C", "C", "C", "N", "C", "C", "H", "H", "H", "H", "H", "H", "H", "H", "H", "H", "H", "H", "H", "H", "H", "H", "H", "H", "H", "H", "H", "H", "H", "H", "H", "H", "H", "H", "H", "H", "H", "H", "H", "H", "H", "O", "P", "O", "C", "C", "O", "C", "C", "O", "C", "C", "H", "H", "H", "H", "H", "H", "H", "H", "H", "H", "H", "H", "H", "H", "H"],
  "positions_angstrom": [[8.5426, -2.7816, -0.8183], [10.0825, -2.4675, -1.1148], [10.2425, -2.1408, -2.6693], [10.3021, -0.5867, -2.9548], [8.8983, 0.0928, -3.1815], [8.2024, 0.6404, -1.8831], [9.0419, 1.7161, -1.0810], [8.9135, 1.3983, 0.4601], [7.4699, 1.6294, 1.0705], [6.6010, 2.7210, 0.3312], [5.4512, 3.2403, 1.2921], [4.0495, 2.5463, 1.0101], [3.4378, 2.9844, -0.3757], [1.8481, 2.8297, -0.4260], [1.4769, 2.0090, -1.7245], [-0.1578, 2.4670, -2.4296], [-0.4338, 3.8891, -2.1766], [-0.0256, 2.2730, -3.8876], [-1.3078, 1.4309, -1.8003], [-2.8497, 1.8257, -2.3329], [-3.3214, 3.1177, -1.8106], [-2.9971, 1.7737, -3.7929], [-3.8904, 0.5074, -1.6383], [-4.3203, -0.6842, -2.3989], [-5.1384, -1.6368, -1.6780], [-5.6129, -1.5987, -0.4145], [-5.2349, -0.5151, 0.3152], [-4.3833, 0.5021, -0.2613], [8.2511, -2.1352, 0.0576], [7.9699, -2.3800, -1.6957], [8.3423, -3.8597, -0.6194], [10.4504, -1.5570, -0.5740], [10.7045, -3.3552, -0.8404], [9.4900, -2.6743, -3.3063], [11.2549, -2.5499, -2.9642], [10.9171, -0.4114, -3.8816], [10.8834, -0.1362, -2.1000], [8.2263, -0.7024, -3.6189], [8.9510, 0.9036, -3.9621], [7.2312, 1.1172, -2.2025], [7.9137, -0.1679, -1.1583], [8.7245, 2.7557, -1.3542], [10.1430, 1.6652, -1.3156], [9.6816, 1.9349, 1.0864], [9.1579, 0.3030, 0.5727], [7.6185, 1.9647, 2.1378], [6.8624, 0.6833, 1.1251], [6.1992, 2.2984, -0.6276], [7.2823, 3.5907, 0.1254], [5.3178, 4.3525, 1.1719], [5.7661, 3.0448, 2.3523], [3.3772, 2.8003, 1.8678], [4.2404, 1.4342, 1.0515], [3.9116, 2.3369, -1.1622], [3.7317, 4.0494, -0.5713], [1.4704, 2.3330, 0.5005], [1.3912, 3.8484, -0.4805], [1.6107, 0.9063, -1.5901], [2.2207, 2.3170, -2.5107], [-4.0031, -0.8206, -3.4594], [-5.4240, -2.5503, -2.2651], [-5.5820, -0.4164, 1.3643], [-4.0781, 1.3540, 0.3963], [-8.8276, -0.0942, 2.4764], [-9.2894, -1.4831, 2.8655], [-9.6961, -2.0260, 1.3646], [-8.6404, -2.3457, 0.4539], [-8.0093, -3.6815, 0.7957], [-10.7759, -1.0004, 3.4174], [-10.9215, 0.2432, 4.1013], [-11.5880, 1.2536, 3.1878], [-9.5786, -3.0088, 3.5157], [-10.8691, -3.5553, 3.7771], [-11.7045, -3.8191, 2.5424], [-7.8898, -1.5543, 0.4499], [-9.0787, -2.3921, -0.5446], [-7.5025, -3.6375, 1.7641], [-7.2780, -3.9668, 0.0387], [-8.7696, -4.4628, 0.8664], [-9.9610, 0.6098, 4.4660], [-11.5545, 0.0655, 4.9754], [-11.0581, 1.3463, 2.2387], [-11.6323, 2.2369, 3.6618], [-12.6058, 0.9354, 2.9498], [-11.4084, -2.9468, 4.5039], [-10.6839, -4.5134, 4.2717], [-12.0351, -2.8904, 2.0762], [-12.5963, -4.3922, 2.8084], [-11.1381, -4.3803, 1.7981]],
  "atomic_forces_ev_per_a": [[0.8, 1.5, 0.3], [-1.0, -0.3, -1.2], [1.5, 0.0, 0.5], [-0.1, -0.3, -0.4], [-0.2, -0.5, 0.3], [-0.1, 0.7, -0.2], [0.3, -0.5, 0.4], [-0.2, -0.3, -0.1], [-0.1, 0.3, 0.1], [0.4, 0.2, 1.1], [-0.4, -0.3, -0.6], [1.0, 0.3, 0.2], [-0.2, -0.5, 0.8], [0.6, -0.2, -0.5], [0.5, 0.4, 0.8], [-1.8, 0.9, -2.9], [0.8, -1.3, 1.1], [0.6, -0.7, 1.5], [-0.6, 0.9, -0.4], [1.4, 2.5, -1.2], [0.1, -2.0, 0.4], [-0.1, -1.1, 1.5], [-1.8, -3.4, 1.5], [0.2, 1.6, 2.3], [0.4, 0.0, -1.6], [1.1, 1.3, -0.3], [1.2, 0.7, -2.0], [0.3, 0.4, -0.3], [-0.1, -1.0, -0.6], [0.2, -0.7, 0.9], [0.1, 0.9, -0.2], [-0.4, -1.0, -0.2], [-0.4, 0.8, -0.2], [0.5, 0.5, 0.6], [-1.0, 0.4, 0.1], [-0.5, -0.2, 0.8], [-0.7, -0.2, -0.9], [0.6, 0.8, 0.3], [0.1, -0.7, 0.9], [0.9, -0.5, 0.3], [0.4, 0.5, -0.9], [0.2, -0.9, 0.4], [-1.1, -0.1, 0.0], [-0.8, -0.2, -0.8], [-0.1, 1.0, -0.1], [-0.2, -0.3, -1.0], [0.7, 0.7, -0.1], [0.3, 0.6, 0.8], [-0.7, -0.8, -0.1], [0.1, -1.0, 0.1], [-0.3, 0.2, -0.9], [0.3, -0.2, -0.8], [-0.5, 1.0, -0.1], [-0.4, 0.7, 0.6], [-0.3, -0.9, 0.1], [0.3, 0.3, -0.8], [0.2, -0.9, -0.1], [-0.5, 0.9, -0.1], [-1.2, -0.2, 0.4], [-0.4, 0.0, 1.1], [0.2, 0.9, 0.7], [0.2, -0.1, -0.9], [-0.3, -0.8, -0.7], [3.4, -1.6, 2.1], [-7.9, 0.6, -3.4], [0.7, -0.1, 0.5], [0.2, -0.2, -0.3], [0.0, -0.1, 0.1], [0.5, -0.3, 0.7], [-0.2, 0.3, -0.3], [-0.1, 0.1, -0.1], [3.4, 1.1, 0.5], [-0.7, -0.4, 0.6], [0.0, 0.4, -0.3], [-0.1, 0.0, 0.0], [-0.1, 0.1, 0.1], [0.1, 0.0, -0.1], [0.0, 0.1, 0.1], [0.0, 0.1, 0.0], [0.0, 0.0, -0.1], [0.0, -0.1, 0.0], [0.2, 0.0, 0.2], [0.0, 0.0, 0.0], [0.0, 0.0, 0.1], [0.1, 0.1, -0.2], [0.4, 0.1, -0.1], [0.1, 0.0, 0.0], [0.1, 0.0, 0.2], [0.0, 0.0, 0.1]],
  "lowdin_charge": [-0.112, -0.229, -0.225, -0.213, -0.198, -0.201, -0.205, -0.208, -0.208, -0.207, -0.213, -0.215, -0.202, -0.208, -0.248, 0.540, -0.371, -0.395, -0.357, 0.554, -0.361, -0.359, -0.221, -0.012, -0.164, 0.020, -0.132, -0.032, 0.059, 0.059, 0.069, 0.087, 0.093, 0.105, 0.099, 0.104, 0.094, 0.106, 0.111, 0.107, 0.086, 0.101, 0.097, 0.106, 0.090, 0.102, 0.109, 0.095, 0.108, 0.105, 0.097, 0.104, 0.113, 0.096, 0.114, 0.107, 0.101, 0.106, 0.096, 0.113, 0.102, 0.104, 0.112, -0.209, 0.693, -0.233, -0.285, -0.087, -0.262, -0.295, -0.077, -0.249, -0.284, -0.077, 0.074, 0.121, 0.071, 0.067, 0.068, 0.104, 0.113, 0.076, 0.075, 0.074, 0.109, 0.117, 0.071, 0.079, 0.072],
  "e_tot_ev": -78090.1908,
  "e_above_lowest_ev": 5.099,
  "homo_energy_ev": -5.240,
  "orbital_gap_ev": 5.53,
  "charge": -1,
  "largest_force_ev_per_a": 8.6
}